Record 1
# C6H14O

The molecule C6H14O (ωB97M-V with the def2-TZVPD basis set, the Open Molecules 2025 dataset).

- lowest unoccupied orbital energy (eV) = 0.96
- ΔE to the lowest compared entry with this formula, charge and spin (kJ/mol) = 23.58
- HOMO-LUMO gap (eV) = 11.18
- total charge = 0
- SMILES string = CC(C)C[C@@H](C)O

XYZ file:
```
21
Properties=species:S:1:pos:R:3:forces:R:3
C 1.151444 -0.697532 1.922309 0.0 0.0 0.0
C -0.032889 -0.662148 0.954546 0.0 0.0 0.0
C -0.646118 -2.054097 0.794165 0.0 -0.1 0.0
C 0.356735 -0.082433 -0.423361 0.0 0.0 -0.1
C -0.244055 1.287600 -0.721931 0.4 0.0 0.0
C 0.005607 1.700261 -2.168516 0.0 0.0 0.0
O -1.641334 1.196271 -0.471036 -0.2 0.2 0.0
H 0.855540 -1.118289 2.890817 0.0 0.1 -0.1
H 1.555184 0.305912 2.103577 -0.1 -0.1 -0.1
H 1.964208 -1.318899 1.523985 -0.1 0.1 0.0
H -0.806895 -0.012279 1.380244 0.1 -0.1 0.0
H -0.982591 -2.457774 1.756117 0.1 0.1 -0.1
H 0.084460 -2.756410 0.370877 -0.1 0.1 0.1
H -1.508746 -2.016558 0.119566 0.1 0.0 0.1
H 0.028984 -0.764700 -1.219245 0.0 0.1 0.1
H 1.448663 -0.000064 -0.514318 -0.2 0.0 0.0
H 0.206876 2.031171 -0.041119 -0.1 -0.1 -0.1
H -0.512460 1.001103 -2.834442 0.1 0.1 0.1
H 1.073540 1.688543 -2.412500 -0.1 0.0 0.1
H -0.375305 2.709063 -2.370009 0.1 -0.1 0.1
H -2.032406 2.057195 -0.663536 0.0 -0.2 0.0
```
Positions in Å, forces in eV/Å.

---

Record 2
# C5H9NOS

The molecule C5H9NOS (ωB97M-V with the def2-TZVPD basis set, the Open Molecules 2025 dataset).

- lowest unoccupied orbital energy (spin up / spin down) (eV) = 0.76 / -2.91
- ΔE to the lowest compared entry with this formula, charge and spin (kJ/mol) = 146.94
- HOMO-LUMO gap (spin up / spin down) (eV) = 4.85 / 6.72
- total charge = 0
- spin multiplicity = 3

XYZ file:
```
17
Properties=species:S:1:pos:R:3:forces:R:3
C -0.229012 -1.237045 -1.002690 1.0 3.1 1.8
C -0.343356 -0.270035 0.933258 0.6 -2.6 -0.3
C -0.523232 0.189206 -0.519298 1.9 -0.9 -0.3
C 0.864019 0.237917 1.747616 1.1 0.3 -1.3
C 0.382987 1.368306 -0.979871 0.1 -2.9 -0.9
N -0.160415 -1.774713 0.197165 -0.2 0.9 4.0
O 0.039855 -1.654885 -2.052837 0.3 -1.7 -4.4
S -2.272540 0.626027 -0.840401 -3.9 2.3 1.9
H -1.195738 -0.537695 1.579620 -0.1 1.1 -0.5
H 0.746443 0.105576 2.803064 -0.4 0.0 0.6
H 1.292719 1.304988 1.566658 -1.2 -1.9 0.0
H 1.660359 -0.466178 1.469222 0.2 0.4 0.1
H 0.277243 2.106701 -0.222280 0.5 0.9 0.3
H 0.156391 1.704912 -1.981051 -0.7 0.4 -0.2
H 1.365630 0.879753 -1.179424 -0.2 0.9 0.9
H 0.307277 -2.633498 0.502467 -0.2 0.5 -0.3
H -2.368630 0.050663 -2.021217 1.1 -1.0 -1.5
```
Positions in Å, forces in eV/Å.